1.
{
  "formula": "C20H32F4O11S2",
  "method": "wB97M-V/def2-TZVPD",
  "homo_lumo_gap_ev": 8.82,
  "smiles": "C=CC(=O)OCCCCCC[C@H](F)OC[C@@](CCCS(=O)(=O)O)(COO)O[C@@H](C=C)S(=O)(=O)C(F)(F)F",
  "elements": ["C", "C", "C", "O", "O", "C", "C", "C", "C", "C", "C", "C", "F", "O", "C", "C", "C", "C", "C", "S", "O", "O", "O", "C", "O", "O", "O", "C", "C", "C", "S", "O", "O", "C", "F", "F", "F", "H", "H", "H", "H", "H", "H", "H", "H", "H", "H", "H", "H", "H", "H", "H", "H", "H", "H", "H", "H", "H", "H", "H", "H", "H", "H", "H", "H", "H", "H", "H", "H"],
  "coordinates": [[4.06213, 2.87017, 2.21781], [5.10679, 3.23797, 1.42586], [5.13140, 2.80163, -0.03047], [4.38334, 3.30907, -0.79277], [6.00616, 1.84848, -0.45097], [5.33102, 0.55259, -0.52899], [6.36707, -0.51737, -0.14020], [5.76448, -1.90214, 0.23891], [4.54281, -2.34213, -0.66363], [3.24885, -2.11968, 0.17920], [1.93041, -2.33060, -0.61482], [0.77146, -1.68699, 0.21385], [1.02974, -1.94345, 1.55391], [-0.41539, -2.25857, -0.23243], [-1.55285, -1.84796, 0.51618], [-2.45438, -0.79913, -0.21232], [-1.58799, 0.24391, -0.99366], [-2.38807, 1.51042, -1.41263], [-2.23428, 1.85329, -2.93552], [-0.68768, 2.70934, -3.35019], [-0.15192, 2.04405, -4.50281], [-0.98203, 4.07530, -3.69396], [0.37661, 2.64489, -2.13895], [-3.28882, -1.57041, -1.27259], [-4.28967, -0.79702, -1.90590], [-4.08484, -0.91290, -3.28780], [-3.22272, -0.03009, 0.71996], [-4.01008, -0.79489, 1.59197], [-3.49951, -0.77425, 3.04223], [-4.15005, -1.38898, 4.02725], [-5.69374, -0.00821, 1.56539], [-6.60948, -0.75981, 2.38283], [-6.20312, -0.01299, 0.21869], [-5.59265, 1.79523, 2.04677], [-4.51536, 2.08960, 2.76716], [-6.68282, 2.07878, 2.74008], [-5.60184, 2.56775, 0.97360], [4.21610, 2.29558, 3.14061], [3.03390, 3.11417, 1.90001], [5.88556, 3.88151, 1.86308], [4.99640, 0.38253, -1.56558], [4.48620, 0.61453, 0.18101], [7.16953, -0.61760, -0.89507], [6.88010, -0.13571, 0.76632], [5.38527, -1.81480, 1.27700], [6.54398, -2.67998, 0.25729], [4.52999, -1.82709, -1.63508], [4.64960, -3.43814, -0.77532], [3.24566, -1.08291, 0.57327], [3.32936, -2.79288, 1.04884], [1.70724, -3.41632, -0.60136], [1.95813, -1.95287, -1.64696], [0.83471, -0.59844, 0.03554], [-1.33065, -1.47923, 1.53188], [-2.17573, -2.75784, 0.65480], [-1.03971, -0.21498, -1.83001], [-0.83607, 0.59204, -0.25651], [-2.08510, 2.41077, -0.84199], [-3.47424, 1.42092, -1.24577], [-2.30957, 0.92261, -3.51394], [-3.04133, 2.56192, -3.18458], [0.07454, 3.23366, -1.42229], [-3.81575, -2.41843, -0.77285], [-2.65116, -2.04886, -2.03804], [-4.64686, -0.23476, -3.69640], [-4.18435, -1.84028, 1.27922], [-2.58543, -0.19572, 3.24147], [-4.60278, -2.38326, 3.89460], [-4.30047, -0.93502, 5.01576]]
}

2.
{
  "formula": "C5H11N3",
  "method": "wB97M-V/def2-TZVPD",
  "relative_energy_kcal_mol": 106.17,
  "homo_lumo_gap_ev": 9.03,
  "smiles": "N[C@H]1[C@@H]2CNC[C@H]1N2",
  "elements": ["C", "C", "C", "C", "C", "H", "H", "H", "H", "H", "H", "H", "H", "H", "H", "H", "N", "N", "N"],
  "coordinates": [[-0.96041, -0.05053, -0.34255], [-0.28329, 1.20706, 0.29042], [1.13561, 1.13389, -0.38927], [1.17395, -1.19877, 0.17084], [-0.16564, -0.88713, 0.72363], [-2.61347, -1.05280, -0.61644], [-2.96502, 0.45487, -0.91452], [-0.74697, -0.09233, -1.36787], [-0.63804, 2.11064, 0.21300], [1.74656, 1.47327, 0.64572], [1.39312, 1.93775, -1.24584], [0.70991, -0.56904, -1.66775], [1.00372, -2.22118, -0.29747], [1.92834, -1.11615, 1.04961], [-0.47779, -1.78566, 1.33215], [0.72784, 0.66292, 2.13271], [-2.44173, -0.17346, -0.30969], [1.56412, -0.27886, -0.89515], [-0.09082, 0.44550, 1.48846]]
}

3.
{
  "formula": "C6H9N",
  "method": "wB97M-V/def2-TZVPD",
  "relative_energy_kcal_mol": 81.99,
  "homo_lumo_gap_ev": 9.99,
  "elements": ["C", "C", "C", "C", "C", "C", "H", "H", "H", "H", "H", "H", "H", "H", "H", "N"],
  "coordinates": [[1.25526, 0.44851, -1.23594], [-0.01758, 1.01776, -0.61153], [-0.23327, 0.62549, 0.90473], [0.53642, -0.65418, 1.11711], [-1.41730, -0.44032, 0.63130], [-0.00213, -0.38444, -1.13121], [1.31553, 0.74183, -2.30827], [2.18217, 0.34689, -0.71334], [-0.57322, 1.88857, -1.03155], [-0.29926, 1.38424, 1.76600], [0.37390, -1.08161, 2.11963], [1.60653, -0.79004, 0.97617], [-1.67784, -0.85232, 1.55677], [-2.21535, -0.25876, -0.06462], [-0.49688, -0.74077, -2.04493], [-0.33697, -1.25085, 0.06968]]
}

4.
{
  "formula": "C9H14O",
  "method": "wB97M-V/def2-TZVPD",
  "relative_energy_kcal_mol": 40.76,
  "homo_lumo_gap_ev": 9.34,
  "smiles": "Cc1ccc(O)cc1.CC",
  "elements": ["C", "C", "C", "C", "C", "C", "C", "O", "H", "H", "H", "H", "H", "H", "H", "H", "C", "C", "H", "H", "H", "H", "H", "H"],
  "coordinates": [[2.14029, -2.27767, -0.19080], [-0.53356, 0.20667, 1.23722], [0.11267, -0.88763, 0.58348], [0.31443, 1.05403, 1.92486], [1.40189, -1.23086, 0.64088], [1.68291, 0.72285, 2.03532], [2.19227, -0.36395, 1.43323], [-0.28900, 2.16950, 2.25957], [-1.61569, 0.33240, 1.24527], [-0.49980, -1.38975, -0.20900], [-0.03908, 2.93964, 1.69875], [2.26201, 1.46023, 2.53924], [1.42232, -2.96828, -0.68268], [2.77213, -2.70309, 0.58781], [3.22492, -0.63864, 1.51291], [2.60971, -1.73091, -0.98009], [-2.32861, -0.09042, -1.82609], [-2.02542, 1.38707, -2.08248], [-2.09529, -0.33103, -0.72648], [-3.30854, -0.33158, -2.12939], [-1.66203, -0.59145, -2.45271], [-1.86849, 1.77717, -3.05993], [-0.99275, 1.55265, -1.68837], [-2.87732, 1.93305, -1.67053]]
}

no.,LUMO level (hartree),total energy (Eh)
1,-0.0024,-2804.386266
2,0.0305,-361.220197
3,0.0422,-288.651380
4,0.0282,-426.507836